{"formula": "C3H12N4", "method": "the ωB97M-V functional and the def2-TZVPD basis", "species": ["C", "C", "C", "N", "N", "N", "N", "H", "H", "H", "H", "H", "H", "H", "H", "H", "H", "H", "H"], "positions_angstrom": [[1.18553, 0.20747, -0.57326], [1.05630, 1.50284, 0.03611], [-2.58665, -0.12498, -0.32601], [2.42299, -0.16730, -0.85859], [-1.67686, -0.38925, 0.76654], [2.82093, -1.37162, -1.23504], [-2.25787, -0.44265, 1.84147], [0.45780, -0.65655, -0.57343], [0.83382, 1.16139, 1.09263], [0.15363, 2.08390, -0.12102], [1.88758, 2.09309, -0.05549], [-2.43104, -0.85376, -1.07694], [-3.52551, -0.07620, 0.09242], [-2.28795, 0.90110, -0.69573], [3.06506, 0.66524, -0.76852], [3.73977, -1.58832, -1.31489], [2.25294, -2.13695, -0.93979], [-3.29231, -0.19383, 1.92770], [-1.81816, -0.61361, 2.78185]], "orbital_gap_ev": 7.577, "charge": 2, "e_lumo_ev": -9.74, "de_lowest_kj_mol": 458.9, "e_homo_ev": -17.32, "mol_weight_da": 104.2}

***

{"formula": "C3H12N4O", "method": "the ωB97M-V functional and the def2-TZVPD basis", "species": ["C", "N", "N", "O", "H", "H", "H", "H", "H", "H", "N", "N", "C", "C", "H", "H", "H", "H", "H", "H"], "positions_angstrom": [[-2.01676, -1.36991, -0.71482], [-0.87165, -0.53122, -0.93186], [-1.63804, 1.82908, 0.92200], [-0.87974, 0.75625, 0.62661], [-0.87850, 0.30974, -1.50008], [-2.58085, 1.58771, 1.22187], [-1.63743, 2.54518, 0.19929], [-2.42503, -1.74754, -1.66403], [-2.83250, -0.87063, -0.17565], [-1.74512, -2.23117, -0.09418], [1.89664, 1.38304, 0.72252], [2.18955, -0.89734, -0.98747], [1.37319, 0.13474, 1.05175], [1.45987, -0.92947, 0.19300], [1.77606, 2.09025, 1.42940], [2.80315, 1.37580, 0.27659], [2.19629, 0.01847, -1.42202], [1.82088, -1.56653, -1.65409], [0.98026, -0.01529, 2.04416], [1.00971, -1.87113, 0.45703]], "orbital_gap_ev": 6.238, "charge": 0, "e_lumo_ev": -0.22, "de_lowest_kj_mol": 703.4, "e_homo_ev": -6.46, "mol_weight_da": 120.2}

***

{"formula": "C3H12NO", "method": "the ωB97M-V functional and the def2-TZVPD basis", "species": ["C", "C", "C", "N", "H", "H", "H", "H", "H", "H", "H", "H", "H", "H", "H", "H", "O"], "positions_angstrom": [[-0.07890, -0.07519, 0.05393], [-1.49117, 0.46201, 0.32572], [-1.57828, 2.00441, -0.05746], [-0.02005, -1.54663, 0.31824], [0.05958, 0.16933, -1.00010], [0.60327, 0.54593, 0.62331], [-1.95463, 0.35925, 1.30690], [-2.18486, -0.06378, -0.34439], [-2.24744, 2.14259, -0.90105], [-1.86742, 2.52117, 0.84238], [-0.56596, 2.28065, -0.29769], [-0.39373, -1.73148, 1.28196], [-0.67112, -2.08613, -0.36659], [0.99383, -1.72852, 0.20594], [3.44515, -0.46062, -0.06199], [2.69274, -0.51489, -1.47177], [2.61075, -0.60690, -0.50037]], "orbital_gap_ev": [3.914, 12.256], "charge": 0, "e_lumo_ev": [0.62, 0.42], "de_lowest_kj_mol": 69.9, "e_homo_ev": [-3.29, -11.84], "s2": 0.751, "spin_multiplicity": 2, "mol_weight_da": 78.1}

***

{"formula": "C3H12NO", "method": "the ωB97M-V functional and the def2-TZVPD basis", "species": ["C", "C", "C", "N", "H", "H", "H", "H", "H", "H", "H", "H", "H", "H", "H", "H", "O"], "positions_angstrom": [[-0.72801, 1.90878, -0.76157], [-0.36660, 0.49169, -0.10288], [-1.33144, -0.55696, -0.50871], [1.03300, -0.08253, -0.68588], [0.01617, 2.75516, -0.47566], [-0.91106, 2.08929, -1.85925], [-1.70384, 2.24955, -0.25078], [-0.15728, 0.67924, 1.00221], [-1.37035, -0.63529, -1.60840], [-2.28534, -0.46723, -0.28645], [-1.09090, -1.49911, -0.01834], [1.65966, 0.70821, -0.96617], [1.55577, -0.38186, 0.11556], [0.87912, -0.68735, -1.51873], [0.42351, -1.67606, 2.41102], [1.73490, -2.17521, 1.85480], [1.07186, -1.43034, 1.83004]], "orbital_gap_ev": [3.762, 12.618], "charge": 0, "e_lumo_ev": [0.77, 0.49], "de_lowest_kj_mol": 145.1, "e_homo_ev": [-3.00, -12.13], "s2": 0.750, "spin_multiplicity": 2, "mol_weight_da": 78.1}

***

{"formula": "C3H12NO", "method": "the ωB97M-V functional and the def2-TZVPD basis", "species": ["C", "C", "C", "N", "H", "H", "H", "H", "H", "H", "H", "H", "H", "H", "H", "H", "O"], "positions_angstrom": [[-0.04074, 0.74807, 0.91156], [-0.92749, 1.20081, -0.24481], [-2.44343, 1.10366, 0.02818], [1.26817, 0.18814, 0.30406], [0.28498, 1.66719, 1.39528], [-0.38544, -0.07599, 1.52152], [-0.67925, 0.60833, -1.13898], [-0.66968, 2.22126, -0.51011], [-2.70266, 0.23092, 0.61886], [-2.72651, 2.00412, 0.54966], [-2.98512, 1.07786, -0.91364], [1.83344, 0.91606, -0.13149], [1.83694, -0.23484, 1.04149], [1.01137, -0.56290, -0.34787], [1.90177, -3.27098, -0.23696], [2.09156, -2.77075, -1.64810], [1.60757, -2.57386, -0.83523]], "orbital_gap_ev": 12.504, "charge": 1, "e_lumo_ev": -3.41, "de_lowest_kj_mol": 51.3, "e_homo_ev": -15.91, "mol_weight_da": 78.1}

***

{"formula": "C3H12NO", "method": "the ωB97M-V functional and the def2-TZVPD basis", "species": ["C", "C", "C", "N", "H", "H", "H", "H", "H", "H", "H", "H", "H", "H", "H", "H", "O"], "positions_angstrom": [[-1.52707, 1.55933, 0.16484], [-0.97063, 0.06905, -0.08045], [-1.05523, -0.78302, 1.23835], [0.55118, 0.34707, -0.38058], [-1.50777, 2.26517, -0.53519], [-1.02568, 1.81497, 1.01098], [-2.59719, 1.42440, 0.33729], [-1.45586, -0.46081, -0.91773], [-0.86290, -0.14492, 2.12394], [-2.01951, -1.17164, 1.27432], [-0.46290, -1.63985, 1.06130], [0.88944, 0.48952, -1.45250], [1.03683, -0.40417, -0.09083], [0.91821, 1.08682, 0.13701], [2.93220, -2.06547, -1.51987], [4.04517, -1.18928, -1.22378], [3.11172, -1.19719, -1.14709]], "orbital_gap_ev": 12.487, "charge": 1, "e_lumo_ev": -3.31, "de_lowest_kj_mol": 150.3, "e_homo_ev": -15.80, "mol_weight_da": 78.1}

***

{"formula": "C3H12NO", "method": "the ωB97M-V functional and the def2-TZVPD basis", "species": ["C", "C", "C", "N", "H", "H", "H", "H", "H", "H", "H", "H", "H", "H", "H", "H", "O"], "positions_angstrom": [[1.56739, 0.41480, 0.16884], [0.23548, -0.10748, 0.82382], [-0.97507, 0.87162, 0.86520], [2.34478, -0.63346, -0.33538], [1.20215, 1.05937, -0.65004], [2.17291, 0.92043, 0.89294], [0.43202, -0.44564, 1.85107], [-0.02886, -0.95888, 0.25410], [-1.31093, 1.39327, -0.07299], [-1.99304, 0.31020, 1.00216], [-0.82474, 1.62272, 1.71997], [1.98535, -0.89214, -1.25712], [3.34506, -0.28627, -0.51025], [-0.32456, -0.68540, -1.68104], [-3.46775, -1.08048, -1.09933], [-1.71033, -0.76538, -1.26675], [-2.64985, -0.73727, -0.70519]], "orbital_gap_ev": 4.652, "charge": 1, "e_lumo_ev": -10.18, "de_lowest_kj_mol": 913.0, "e_homo_ev": -14.83, "mol_weight_da": 78.1}

***

{"formula": "C3H12NO2", "method": "the ωB97M-V functional and the def2-TZVPD basis", "species": ["C", "C", "C", "N", "H", "H", "H", "H", "H", "H", "H", "H", "H", "H", "O", "H", "H", "O"], "positions_angstrom": [[-0.57772, -0.68331, -1.51160], [0.21447, 0.60361, -1.55235], [1.91966, 1.50851, -0.11228], [0.81480, 0.91393, -0.25411], [0.03175, -1.52557, -1.18979], [-1.27985, -0.67648, -0.67282], [-1.10091, -0.88428, -2.43816], [0.96905, 0.62749, -2.32734], [-0.49921, 1.38808, -1.80824], [2.26789, 1.73699, 0.88580], [2.49025, 1.90003, -0.94498], [0.32884, 0.59765, 0.60956], [-0.86846, 0.11343, 2.74838], [-1.67907, 1.01940, 1.78170], [-0.81551, 0.62456, 1.93629], [-0.05230, -2.54501, 1.99568], [-1.45772, -2.65711, 1.37302], [-0.70597, -2.06193, 1.48124]], "orbital_gap_ev": 10.693, "charge": 1, "e_lumo_ev": -4.37, "de_lowest_kj_mol": 89.6, "e_homo_ev": -15.06, "mol_weight_da": 94.1}

***

{"formula": "C3H12NO2", "method": "the ωB97M-V functional and the def2-TZVPD basis", "species": ["C", "C", "C", "N", "H", "H", "H", "H", "H", "H", "H", "H", "H", "H", "O", "H", "H", "O"], "positions_angstrom": [[-1.64814, -1.23661, -1.44567], [-0.61512, -0.39872, -0.72848], [0.17047, -0.95187, 0.18985], [1.09938, -0.10662, 0.92445], [-2.64622, -0.89029, -1.18915], [-1.46404, -2.27611, -1.18252], [-1.51950, -1.13782, -2.52312], [-0.64294, 0.65400, -0.97881], [-0.02536, -1.96508, 0.50451], [0.73690, 0.51126, 1.66799], [1.56406, 0.44127, 0.16766], [1.86462, -0.56580, 1.42233], [-1.95270, 0.43571, 2.28269], [-1.58967, 1.85596, 2.74402], [-1.44894, 1.19067, 2.05338], [3.31696, 1.78758, -0.90092], [2.30591, 1.34394, -1.98079], [2.49432, 1.30853, -1.02743]], "orbital_gap_ev": 11.210, "charge": 1, "e_lumo_ev": -3.01, "de_lowest_kj_mol": 78.0, "e_homo_ev": -14.22, "mol_weight_da": 94.1}

***

{"formula": "C3H12NO2", "method": "the ωB97M-V functional and the def2-TZVPD basis", "species": ["C", "C", "C", "N", "H", "H", "H", "H", "H", "H", "H", "H", "H", "H", "O", "H", "H", "O"], "positions_angstrom": [[-1.83741, -1.25830, 2.33271], [-1.41550, -0.63389, 1.05438], [-1.40508, 0.67458, 0.88883], [-1.06664, 1.29791, -0.42740], [-1.07455, -1.92969, 2.72214], [-2.72720, -1.88221, 2.23751], [-1.97461, -0.51121, 3.10846], [-0.97716, -1.23658, 0.26069], [-1.58841, 1.41316, 1.65585], [-1.78408, 1.05468, -1.10484], [-0.18049, 0.89207, -0.80824], [-1.00104, 2.30385, -0.30452], [2.16592, 0.13543, -1.59515], [0.99172, -0.89889, -1.68759], [1.23121, -0.02718, -1.35843], [4.67708, 0.81939, -2.21215], [4.12600, -0.56444, -2.44547], [3.84024, 0.35132, -2.31679]], "orbital_gap_ev": 11.256, "charge": 1, "e_lumo_ev": -3.05, "de_lowest_kj_mol": 68.3, "e_homo_ev": -14.31, "mol_weight_da": 94.1}

***

{"formula": "C3H12NO2", "method": "the ωB97M-V functional and the def2-TZVPD basis", "species": ["C", "C", "C", "N", "H", "H", "H", "H", "H", "H", "H", "H", "H", "H", "O", "H", "H", "O"], "positions_angstrom": [[-1.77720, -2.02374, 1.25982], [-1.60110, -0.67531, 0.63901], [-1.14430, -0.42543, -0.61309], [-0.18207, 0.64586, -0.94907], [-2.66247, -1.94565, 1.91738], [-0.98196, -2.18801, 1.97443], [-1.73666, -2.85329, 0.53375], [-1.99135, 0.13782, 1.23708], [-1.47233, -1.06029, -1.42962], [0.09074, 1.20944, -0.12786], [-0.61238, 1.28039, -1.62393], [0.74158, 0.25728, -1.27352], [1.92493, 2.32573, -0.22106], [1.88103, 3.06947, 1.01667], [1.27693, 2.55882, 0.46432], [2.90929, -0.04860, -0.15330], [2.90537, -0.36977, -1.67314], [2.43195, 0.10527, -0.97787]], "orbital_gap_ev": 9.925, "charge": 1, "e_lumo_ev": -3.29, "de_lowest_kj_mol": 179.6, "e_homo_ev": -13.22, "mol_weight_da": 94.1}

***

{"formula": "C3H12NO2", "method": "the ωB97M-V functional and the def2-TZVPD basis", "species": ["C", "C", "C", "O", "N", "H", "H", "H", "H", "H", "H", "H", "H", "H", "H", "H", "H", "O"], "positions_angstrom": [[0.95042, -0.38484, -0.64598], [-0.22388, -1.34187, -0.57995], [-1.33742, -0.91744, 0.35654], [-1.97574, 0.29283, -0.16504], [0.46692, 1.01902, -0.80468], [1.56057, -0.62818, -1.50531], [1.64510, -0.50571, 0.17396], [-0.53209, -1.64252, -1.58072], [0.10039, -2.29529, -0.13670], [-2.06033, -1.71111, 0.49820], [-0.94305, -0.58970, 1.31591], [-2.82982, 0.06135, -0.55796], [0.89904, 1.74388, -0.22381], [-0.55390, 1.05223, -0.58692], [0.43629, 1.29848, -1.78947], [1.80313, 2.14582, 2.36060], [1.42913, 0.75056, 2.04724], [1.16524, 1.65248, 1.82407]], "orbital_gap_ev": 12.070, "charge": 1, "e_lumo_ev": -3.03, "de_lowest_kj_mol": 53.7, "e_homo_ev": -15.10, "mol_weight_da": 94.1}

***

{"formula": "C3H12NO2", "method": "the ωB97M-V functional and the def2-TZVPD basis", "species": ["C", "O", "C", "C", "N", "H", "H", "H", "H", "H", "H", "H", "H", "H", "H", "H", "H", "O"], "positions_angstrom": [[-1.62923, -1.06101, -1.01876], [-2.49178, 0.03263, -0.88728], [-0.31056, -0.73571, -0.26213], [0.31767, -2.00642, 0.27532], [-0.76724, 0.18634, 0.93016], [-1.34828, -1.26245, -2.05934], [-2.05770, -1.95017, -0.54772], [-3.14910, 0.06961, -1.59923], [0.22175, -0.02678, -0.88096], [-0.01188, -2.87330, -0.29409], [1.40607, -1.95983, 0.31229], [-0.04032, -2.20884, 1.29637], [-0.51523, -0.15737, 1.85367], [-1.79571, 0.21797, 0.91345], [-0.48086, 1.15824, 0.83504], [3.90032, 4.89181, 0.69704], [4.83731, 3.64776, 0.26147], [3.91476, 4.03751, 0.17472]], "orbital_gap_ev": [10.463, 1.886], "charge": 2, "e_lumo_ev": [-7.55, -15.36], "de_lowest_kj_mol": 150.7, "e_homo_ev": [-18.01, -17.25], "s2": 0.754, "spin_multiplicity": 2, "mol_weight_da": 94.1}

***

{"formula": "C3H12NO2S", "method": "the ωB97M-V functional and the def2-TZVPD basis", "species": ["C", "N", "C", "C", "S", "H", "H", "H", "H", "H", "H", "H", "H", "H", "H", "O", "H", "H", "O"], "positions_angstrom": [[-0.53162, -1.74209, -0.15484], [-1.50055, -1.03605, 0.71264], [-0.88340, -0.60802, 1.95589], [0.04284, 0.67743, 1.89710], [-0.26166, 1.63970, 0.40703], [-1.16501, -2.03950, -0.98410], [-0.21290, -2.65626, 0.34616], [0.41243, -1.21225, -0.30898], [-1.88976, -0.23434, 0.23423], [-1.70160, -0.24278, 2.58508], [-0.43996, -1.43658, 2.49935], [1.08721, 0.37414, 1.93098], [-0.13447, 1.17926, 2.84609], [0.55157, -0.07469, -2.66831], [1.93804, 0.38373, -2.19148], [1.47839, -0.05392, -2.91606], [0.92928, 2.33357, -1.27625], [0.85046, 2.27135, -2.82625], [1.43069, 2.47732, -2.08827]], "orbital_gap_ev": [9.899, 6.490], "charge": 0, "e_lumo_ev": [0.62, -2.78], "de_lowest_kj_mol": 71.5, "e_homo_ev": [-9.28, -9.27], "s2": 0.753, "spin_multiplicity": 2, "mol_weight_da": 126.2}